# 1
79
Properties=species:S:1:pos:R:3:forces:R:3:lowdin_spin:R:1 method="wB97M-V/def2-TZVPD" total_charge=-1 gap_ev="6.64 / 6.59" e_above_lowest_kj_mol=170.0 multiplicity=2 homo_energy_ev="-4.5267 / -4.4678" e_lumo_ev="2.1101 / 2.1185"
Ru -2.6161 -0.7278 -0.4047 0.5293 -0.2342 -0.1116 0.9345
O -4.8584 3.0579 0.9799 -0.0447 0.0047 0.1350 0.0002
C -4.1099 2.0945 0.4244 -0.1647 0.0292 -0.9559 0.0013
O -3.4573 1.3134 1.0618 0.2615 0.0559 0.2485 0.0160
C -4.1502 2.0927 -1.0864 0.1009 -0.0101 0.8934 0.0043
C -4.8690 3.0096 -1.8177 0.0597 -0.0584 -0.4515 0.0008
C -4.7730 2.9302 -3.2123 -0.0600 0.0681 0.3148 0.0006
C -3.9528 1.9768 -3.7709 0.1240 -0.1739 -0.0573 0.0005
C -3.2694 1.0877 -2.9388 -0.1583 0.0814 -0.0090 0.0024
N -3.3856 1.1412 -1.6239 -0.1834 0.1140 0.1349 0.0276
C -2.2933 0.0501 -3.4699 -0.1292 0.1942 -0.1250 0.0035
O -1.9761 0.1302 -4.6519 0.0846 -0.0755 0.0707 0.0035
O -1.8769 -0.7483 -2.5785 -0.2060 -0.0500 0.1027 0.0350
H -4.7677 2.9542 1.9391 -0.0087 0.0128 -0.0065 0.0000
H -5.4750 3.7555 -1.3269 -0.0043 -0.0046 0.0261 0.0003
H -5.3282 3.6206 -3.8339 0.0078 -0.0064 -0.0154 0.0000
H -3.8036 1.8725 -4.8364 -0.0099 0.0160 -0.0041 0.0003
C -5.1640 -1.6096 1.1749 0.1430 -0.0424 0.1105 -0.0036
C -4.6179 -1.0458 -0.1227 -0.2205 0.1063 -0.4560 -0.0202
O -5.4133 -0.7552 -0.9963 0.0654 0.1522 0.0572 -0.0093
H -6.2530 -1.5713 1.1481 -0.0153 -0.0071 -0.0160 -0.0004
H -4.7667 -1.0690 2.0336 -0.0197 0.0148 -0.0094 0.0002
H -4.8193 -2.6405 1.2666 -0.0114 0.0040 0.0370 0.0000
Cl -2.0582 -1.6089 1.7269 -0.0900 0.1032 0.0568 0.0325
S -2.7960 -2.9821 -0.9111 -0.0489 -0.4047 -0.3836 -0.0204
C -3.6463 -3.0020 -2.3855 0.1389 0.0553 0.3739 -0.0023
N -4.2396 -3.0722 -3.3747 -0.0035 -0.0383 -0.0641 -0.0061
C 0.9354 -0.3768 0.9310 0.0126 -0.0241 0.0650 -0.0004
C 0.5915 0.8506 1.7610 -0.0677 0.0334 -0.0795 0.0000
As 1.8618 1.3644 3.1715 0.0018 0.0249 0.0358 0.0000
C 3.4792 1.2964 2.0721 0.0495 -0.0077 0.0338 0.0000
C 3.8884 2.4992 1.5016 0.0140 -0.0078 -0.0335 0.0000
C 4.9755 2.5462 0.6387 -0.0166 -0.0077 0.0103 0.0000
C 5.6775 1.3864 0.3463 0.0061 0.0123 -0.0179 0.0000
C 5.2853 0.1830 0.9163 -0.0224 -0.0216 0.0179 0.0000
C 4.1928 0.1377 1.7721 0.0299 0.0145 -0.0116 0.0000
C 1.9856 -0.3273 4.1335 0.0014 -0.0102 0.0386 0.0000
C 3.1685 -0.7018 4.7674 -0.0004 -0.0391 0.0171 0.0000
C 3.2247 -1.8569 5.5351 0.0017 0.0149 -0.0035 0.0000
C 2.0924 -2.6445 5.6914 -0.0078 -0.0103 0.0089 0.0000
C 0.9040 -2.2677 5.0831 0.0074 0.0267 -0.0176 0.0000
C 0.8488 -1.1137 4.3122 0.0231 -0.0050 -0.0164 -0.0001
P -0.0772 -0.4369 -0.6037 -0.0529 0.1957 -0.0356 -0.0012
C 0.6455 1.0277 -1.4433 -0.0304 0.0316 -0.0444 0.0008
C -0.1508 2.1553 -1.6162 -0.0703 -0.0168 -0.0067 0.0001
C 0.3722 3.3286 -2.1449 0.0353 -0.0129 -0.0183 0.0000
C 1.7085 3.3870 -2.5099 -0.0155 -0.0173 0.0059 0.0000
C 2.5191 2.2723 -2.3324 -0.0281 0.0163 0.0068 0.0001
C 1.9913 1.1066 -1.8011 0.0357 -0.0950 0.0736 0.0002
C 0.6827 -1.8597 -1.4541 -0.0639 -0.0979 0.1460 -0.0005
C 0.8508 -3.0321 -0.7182 0.0586 -0.0153 0.0084 -0.0001
C 1.3729 -4.1713 -1.3130 -0.0128 -0.0062 0.0014 0.0000
C 1.7160 -4.1591 -2.6566 -0.0209 0.0281 -0.0070 -0.0001
C 1.5108 -3.0084 -3.4061 0.0005 -0.0332 0.0352 0.0000
C 0.9894 -1.8700 -2.8111 -0.0845 0.1176 -0.0820 -0.0002
H 0.7052 -1.2853 1.4828 0.0233 -0.0112 0.1387 0.0001
H 1.9893 -0.4072 0.6507 -0.0040 0.0492 -0.0085 0.0000
H -0.3880 0.7361 2.2307 -0.0329 -0.0199 -0.0525 0.0000
H 0.5325 1.7459 1.1354 0.0076 0.0130 -0.0076 0.0000
H 3.3460 3.4118 1.7247 -0.0051 -0.0061 0.0116 0.0000
H 5.2711 3.4886 0.1947 0.0008 0.0026 -0.0010 0.0000
H 6.5259 1.4184 -0.3261 -0.0023 -0.0012 0.0011 0.0000
H 5.8226 -0.7288 0.6861 0.0049 0.0053 -0.0011 0.0000
H 3.8926 -0.8101 2.2022 -0.0116 0.0069 -0.0242 0.0000
H 4.0605 -0.0954 4.6533 -0.0125 0.0035 0.0030 0.0000
H 4.1549 -2.1421 6.0112 0.0020 0.0018 0.0010 0.0000
H 2.1359 -3.5483 6.2862 0.0045 0.0000 0.0007 0.0000
H 0.0137 -2.8731 5.1977 0.0029 -0.0039 -0.0069 0.0000
H -0.0908 -0.8416 3.8446 0.0036 -0.0315 -0.0619 0.0000
H -1.1947 2.1061 -1.3300 0.0489 0.0084 -0.0055 0.0001
H -0.2665 4.1934 -2.2760 -0.0097 -0.0035 -0.0027 0.0000
H 2.1188 4.2961 -2.9322 0.0033 0.0041 0.0088 0.0000
H 3.5671 2.3121 -2.6014 0.0119 0.0008 -0.0054 0.0000
H 2.6385 0.2496 -1.6521 -0.0071 -0.0278 -0.0274 0.0000
H 0.5442 -3.0697 0.3205 0.0138 -0.0086 -0.0121 0.0001
H 1.4892 -5.0745 -0.7271 0.0054 -0.0039 -0.0029 0.0000
H 2.1142 -5.0504 -3.1256 0.0042 -0.0015 0.0014 0.0000
H 1.7341 -3.0008 -4.4655 -0.0008 0.0013 -0.0008 0.0000
H 0.7780 -1.0001 -3.4201 0.0290 0.0279 0.0277 0.0000


# 2
86
Properties=species:S:1:pos:R:3:forces:R:3:mulliken_charge:R:1 method="wB97M-V/def2-TZVPD" total_charge=0 gap_ev=9.10 e_above_lowest_kj_mol=0.0 homo_energy_ev=-9.8886 e_lumo_ev=-0.7917
C -14.7922 31.0500 -3.5738 0.0602 0.2072 0.2487 0.3029
Br -15.2019 29.2882 -4.2014 -0.0202 -0.0228 -0.2309 -0.0915
Br -13.0910 31.1350 -2.6762 -0.0993 -0.3265 -0.1371 0.0893
Br -16.1879 31.7269 -2.4428 -0.0064 0.1671 -0.0590 0.0260
H -14.7207 31.6988 -4.4302 -0.0795 0.0297 -0.2438 -0.1208
C -12.6385 27.8972 -1.9179 -0.2990 -0.7971 -1.0647 -0.7341
C -13.2522 27.4552 -0.7737 -0.4911 0.3130 0.4410 -0.2751
C -12.5427 27.4454 0.4042 -0.8251 -0.1986 0.9712 -0.3653
C -11.2163 27.7623 0.3976 -0.2511 0.4804 -0.2625 -0.0190
C -10.5968 28.1536 -0.7531 1.7744 -0.3892 -0.4331 -0.2296
C -11.2923 28.1914 -1.9290 -0.0231 -0.0154 -0.3656 -0.9546
N -10.4855 27.7854 1.6394 1.8452 -0.1551 -0.7769 0.9717
O -9.2541 27.7655 1.5768 -0.8912 0.0572 0.1813 -0.5982
O -11.1324 27.8268 2.6382 -0.5474 0.0210 1.6298 -0.5821
H -13.1887 27.8531 -2.8508 0.0614 0.3595 0.1226 1.0253
H -14.2972 27.1787 -0.7363 0.0209 0.0456 -0.2266 0.2770
H -13.0404 27.2398 1.3445 0.1124 -0.2074 -0.0856 0.4857
H -9.5178 28.2741 -0.7645 -0.1665 0.2553 0.1665 0.5138
H -10.7596 28.3633 -2.8524 -0.1012 0.3017 -0.0867 0.4939
C -15.1499 25.4449 -3.6983 0.6483 0.5918 0.4886 -0.3874
C -13.8288 25.1759 -3.3617 0.3866 0.0646 -0.2939 -0.4567
C -13.4592 23.9322 -2.8825 0.6733 0.3067 -0.2754 -0.4431
C -14.4206 22.9765 -2.7186 -0.6344 0.1598 -0.4935 0.0051
C -15.7171 23.2044 -3.1335 -0.8928 -0.4797 1.1378 -0.3295
C -16.0983 24.4661 -3.5342 -0.3068 -0.0259 -0.6253 -0.6780
N -14.0718 21.7167 -2.0707 -1.0844 0.3115 -0.6104 1.0314
O -14.9543 20.9266 -1.8636 -0.9883 -0.6686 0.1084 -0.6154
O -12.9366 21.5558 -1.7693 2.2797 -0.2684 0.5709 -0.6168
H -15.4514 26.4378 -4.0054 0.0795 -0.0228 -0.1159 0.4186
H -13.0323 25.9044 -3.4575 -0.2961 0.0009 -0.1964 0.6789
H -12.4198 23.6914 -2.7172 -0.0157 0.0861 0.3609 0.4978
H -16.4732 22.4470 -2.9592 0.1742 -0.0503 -0.1331 0.4228
H -17.1294 24.7096 -3.7513 -0.0745 -0.2568 -0.0332 0.4018
C -13.4349 34.5571 -2.1404 -0.2802 -0.1672 0.4072 -0.0511
C -12.8022 35.4346 -1.2701 0.2716 -0.7721 -0.4163 -0.9674
C -12.3261 36.6224 -1.7668 -0.0468 0.8135 0.1956 -0.2132
C -12.6414 36.9769 -3.0669 0.3153 0.2110 -0.1980 -0.0843
C -13.3136 36.1325 -3.9392 -0.0826 0.3127 0.1822 -0.5030
C -13.7248 34.9083 -3.4506 0.0541 -0.4321 0.2605 -0.2313
N -12.2271 38.3294 -3.5452 0.6109 0.0174 1.8788 1.0291
O -11.7124 39.0958 -2.7328 -0.3063 -0.6953 -0.2846 -0.6239
O -12.4245 38.6081 -4.6846 -0.3810 0.1591 -1.6353 -0.6084
H -13.6857 33.5666 -1.7790 -0.2486 0.2494 -0.0215 0.3224
H -12.6085 35.1223 -0.2545 0.0866 0.1057 0.0671 0.4705
H -11.7432 37.2936 -1.1516 -0.1221 0.1149 -0.0570 0.5022
H -13.5212 36.4381 -4.9499 -0.0169 0.1293 -0.1168 0.5458
H -14.2772 34.1956 -4.0539 0.1375 0.1818 -0.2117 0.3825
C -8.4275 34.1114 -0.4284 0.7454 -0.1116 -0.0098 -0.4410
C -9.4831 33.2528 -0.6368 -0.4391 0.1513 0.1535 -0.6179
C -10.0620 33.1952 -1.8878 -0.5106 -0.2761 0.0039 0.2064
C -9.5859 34.0101 -2.8891 0.1400 -0.3806 0.3022 -0.2055
C -8.4872 34.8080 -2.7307 0.7875 0.9529 0.6492 -0.4720
C -7.8944 34.8471 -1.4823 0.2654 -0.3486 0.5597 -0.4806
N -10.1995 34.0241 -4.1923 -0.7858 -0.6525 0.0156 1.2539
O -11.1138 33.2490 -4.4276 0.1967 0.1261 0.0301 -0.5744
O -9.7547 34.8292 -4.9625 -0.0471 0.6114 -1.2640 -0.6670
H -7.9376 34.1322 0.5377 -0.0803 0.1169 0.0014 0.4057
H -9.8907 32.6868 0.1888 0.0247 -0.1789 -0.0672 0.4550
H -10.8986 32.5464 -2.0880 -0.0617 0.0205 -0.0524 0.1882
H -8.1235 35.4542 -3.5157 -0.0354 -0.2587 -0.1188 0.5026
H -6.9644 35.3674 -1.2898 -0.1921 0.3431 -0.2492 0.3897
C -13.0133 35.4528 -9.9940 -0.3134 -0.2551 0.3027 -0.5391
C -12.7567 35.1002 -8.6737 -0.3331 0.4437 0.0442 -0.4796
C -13.6420 34.2847 -7.9749 0.8487 0.2082 0.0226 -0.3578
C -14.7448 33.8013 -8.6276 -0.1885 -0.3640 0.2067 0.2344
C -15.0171 34.1013 -9.9476 0.1337 0.3061 -0.6762 -0.4747
C -14.1379 34.9309 -10.6297 0.4941 0.0026 -0.0784 -0.3740
N -15.6271 32.8358 -7.9457 0.1458 0.2779 1.5709 0.9646
O -16.3922 32.2400 -8.6388 -0.9134 -0.7587 -0.8562 -0.5824
O -15.5737 32.6777 -6.7186 0.5795 0.5284 -0.9333 -0.6138
H -12.3743 36.1380 -10.5354 0.1503 -0.1231 0.0758 0.3874
H -11.9137 35.5128 -8.1434 0.2142 -0.0374 -0.0169 0.4429
H -13.3973 34.0076 -6.9628 -0.2209 -0.1079 0.1649 0.5624
H -15.8776 33.7077 -10.4658 -0.0394 -0.1688 0.1903 0.4431
H -14.2315 35.1320 -11.6924 -0.4571 0.0147 0.1791 0.3528
N -17.9959 28.7243 0.5801 -0.0949 0.3272 -0.5715 -0.6023
C -18.0162 27.5806 1.2384 -0.7099 -0.1885 0.3265 -0.2288
C -17.5027 26.3905 0.7526 0.7316 -0.0398 0.1140 -0.7690
C -16.8620 26.4007 -0.4866 -0.7115 -0.3534 0.1839 0.1141
C -16.9457 27.5586 -1.2304 0.3736 0.9835 -0.3021 0.4741
C -17.4994 28.6986 -0.6557 0.0339 0.2410 0.4607 -0.4420
H -18.5617 27.6373 2.1763 0.3248 -0.2753 0.1636 0.3823
H -17.5036 25.5150 1.3896 -0.0804 -0.0557 -0.1408 0.3779
H -16.3939 25.5040 -0.8800 0.0027 0.0823 0.0218 0.4008
H -16.5035 27.7051 -2.2105 -0.0436 -0.4473 0.0519 0.0196
H -17.5125 29.6691 -1.1517 0.0521 -0.4588 -0.1864 0.2493